# 1
Formula: C3H5NO2
Source: the Open Molecules 2025 dataset
Level of theory: the ωB97M-V functional and the def2-TZVPD basis

Geometry as XYZ:
```
11
Properties=species:S:1:pos:R:3:forces:R:3
O 1.374 -2.811 -1.715 -0.252 0.045 0.077
O -0.713 -2.518 -2.657 -1.198 -0.012 -0.582
N -0.404 -0.618 -0.415 -3.095 0.462 -0.336
C 0.309 -2.649 -2.155 1.358 -0.034 0.446
C 0.460 0.537 -0.500 -0.250 -0.313 1.184
C 0.456 -0.343 0.737 0.450 -1.453 -0.871
H -1.443 -0.315 -0.253 2.606 -0.658 -0.289
H 0.047 1.500 -0.501 -1.041 1.185 0.687
H 1.209 0.587 -1.253 1.016 -0.926 -0.246
H -0.056 -0.222 1.713 0.701 0.680 -0.793
H 1.212 -1.162 0.685 -0.295 1.024 0.724
```
Forces are in eV/Å.

The gap between HOMO and LUMO comes out at 0.3860 hartree. The SMILES is C1CN1.O=C=O. The largest force on an atom is 0.0612 hartree/bohr. The total energy comes out at -8776.1555 eV. The value obtained for the energy above the lowest of the compared OMol25 structures with the same formula, charge and spin is 148.5 kJ/mol.

---

# 2
Formula: C4H9N3
Source: the Open Molecules 2025 dataset
Level of theory: the ωB97M-V functional and the def2-TZVPD basis

Geometry as XYZ:
```
16
Properties=species:S:1:pos:R:3:forces:R:3
N 0.260 -0.063 0.273 -0.183 -2.624 0.164
N -2.245 -0.890 -2.066 -0.361 -1.471 1.783
N 1.354 0.774 0.292 -0.732 2.359 -0.260
C 2.562 0.167 0.700 2.824 0.917 0.281
C 1.778 0.957 1.678 -0.384 0.319 2.495
C -1.912 -0.520 -0.611 -2.319 0.860 -1.542
C -0.671 0.223 -0.510 0.294 3.123 -0.532
H 2.023 2.003 2.074 -0.141 -1.591 -1.099
H 2.627 -0.902 0.793 -0.155 -0.226 0.123
H -1.973 -1.364 -0.008 0.452 -1.621 1.244
H -1.781 -1.894 -2.177 -1.966 2.647 -0.001
H 3.512 0.687 0.318 -1.588 -1.031 0.216
H -0.675 1.241 -1.020 0.285 -1.305 0.107
H 1.217 0.358 2.480 0.725 0.817 -1.532
H -2.752 0.124 -0.205 0.895 -0.327 -0.688
H -3.322 -0.900 -2.011 2.353 -0.846 -0.758
```
Forces are in eV/Å.

The gap between HOMO and LUMO comes out at 0.3527 hartree. The SMILES is NC/C=N/N1CC1. The largest force on an atom is 0.0641 hartree/bohr. The total energy comes out at -8760.6728 eV. The value obtained for the energy above the lowest of the compared OMol25 structures with the same formula, charge and spin is 371.7 kJ/mol.

---

# 3
Formula: C25H58N2O3SiTa
Source: the Open Molecules 2025 dataset
Level of theory: the ωB97M-V functional and the def2-TZVPD basis

Geometry as XYZ:
```
90
Properties=species:S:1:pos:R:3:forces:R:3
Ta 1.097 -2.329 -2.622 -1.604 -0.211 -0.099
Si 2.671 -1.144 -4.407 0.115 0.219 0.353
O -1.211 0.406 -2.151 0.268 -0.129 -0.150
O 3.159 4.565 1.728 0.334 -0.036 -0.063
O -0.434 -5.735 2.825 0.272 -0.028 0.229
N -1.430 -4.954 2.991 -0.213 -0.126 -0.543
N 2.411 5.456 1.202 -0.473 -0.270 0.285
C 1.693 7.858 1.526 0.050 -0.067 -0.049
C 4.321 -0.706 -3.556 -0.066 0.257 -0.479
C 2.084 3.722 -0.508 0.040 -0.280 -0.030
C -2.099 -2.543 2.736 -0.013 -0.083 0.081
C -3.346 -6.002 1.844 -0.034 0.027 -0.197
C -2.395 -6.978 3.944 -0.038 -0.170 0.029
C 1.440 4.898 0.205 -0.075 0.259 -0.511
C -3.710 -4.897 4.079 0.087 0.031 0.000
C -2.055 -1.650 -3.162 -0.069 -0.178 -0.269
C -1.009 1.092 -0.951 -0.182 0.273 0.247
C 3.125 -2.304 -5.835 0.142 0.253 0.072
C -2.074 -4.125 0.761 -0.203 -0.179 -0.043
C -2.723 -5.689 3.206 -0.154 0.150 0.299
C 1.084 5.923 -0.884 0.090 0.076 0.092
C -1.409 -3.752 2.088 -0.081 0.368 0.182
C 1.974 0.469 -5.135 0.269 -0.034 -0.070
C 0.185 4.435 0.944 -0.178 0.047 0.260
C -3.443 -4.779 0.934 0.070 0.035 0.063
C -0.394 5.503 1.870 0.094 -0.016 -0.013
C 0.034 -3.354 1.836 0.206 0.024 -0.042
C -0.703 -1.681 -3.892 0.255 -0.260 0.297
C -2.275 -0.518 -2.158 -0.130 0.090 0.093
C 3.046 6.672 3.214 0.045 0.030 0.171
C 1.941 6.490 2.185 0.069 0.338 -0.160
C 0.665 5.983 2.863 -0.171 -0.117 0.007
H 1.720 8.630 2.296 0.030 -0.021 0.046
H 5.097 -1.407 -3.858 0.119 -0.107 0.103
H -2.873 -1.604 -3.888 -0.052 -0.016 -0.101
H 0.025 1.001 -0.617 0.141 -0.084 -0.175
H 2.249 -2.675 -6.363 -0.061 -0.034 -0.091
H 4.220 -0.713 -2.478 0.038 -0.043 0.170
H -4.442 -5.587 4.501 0.024 -0.052 -0.003
H -3.193 -4.407 4.904 0.014 0.014 0.009
H -1.646 0.713 -0.148 -0.065 -0.102 0.060
H 0.725 7.938 1.040 -0.015 -0.023 -0.002
H 1.734 0.333 -6.190 -0.087 0.083 -0.114
H -2.737 -6.764 1.348 0.050 0.018 0.036
H 1.969 6.167 -1.472 0.021 0.017 0.012
H -0.555 -0.755 -4.444 0.103 0.178 -0.025
H 3.790 -1.790 -6.532 0.033 -0.035 -0.184
H 2.470 8.083 0.796 0.012 -0.003 -0.019
H 0.274 6.786 3.492 -0.029 0.004 0.031
H 2.748 7.463 3.904 -0.004 0.032 0.014
H -1.413 -4.808 0.222 0.035 -0.016 0.030
H 0.570 -4.095 1.252 -0.007 -0.031 0.012
H -2.089 -1.719 2.022 0.072 0.009 -0.023
H 1.186 -4.004 -3.435 0.369 -0.069 0.209
H 0.039 -2.428 1.262 0.021 0.024 -0.031
H -2.167 -2.594 -2.630 -0.126 -0.103 0.046
H -1.884 -6.769 4.884 -0.003 0.008 0.000
H 1.406 3.383 -1.292 -0.010 0.005 -0.040
H 1.250 -0.772 -1.613 0.505 -0.259 0.154
H 3.028 4.005 -0.972 0.008 0.034 0.029
H -3.202 0.012 -2.407 -0.106 0.061 0.048
H -2.140 -3.226 0.148 0.014 0.015 -0.054
H -3.822 -5.085 -0.043 -0.025 0.008 -0.011
H -1.240 5.087 2.419 -0.025 0.014 0.003
H 2.584 -2.908 -1.653 0.119 0.029 -0.225
H 2.269 2.880 0.155 0.031 0.054 0.052
H 3.661 -3.152 -5.410 0.009 -0.146 -0.037
H -0.789 6.341 1.289 0.027 0.011 -0.012
H -4.333 -6.441 2.015 -0.023 -0.023 -0.018
H 1.081 0.800 -4.612 -0.132 0.024 0.061
H -1.763 -7.633 3.352 0.035 0.030 0.001
H -4.167 -4.060 1.330 0.012 0.000 0.020
H -0.800 -2.460 -4.658 0.103 -0.121 -0.106
H -0.057 -2.972 -1.303 -0.217 0.256 0.162
H -3.330 -7.498 4.163 -0.028 -0.008 0.015
H 3.224 5.764 3.782 0.015 -0.021 -0.037
H 0.348 5.477 -1.553 0.030 -0.068 -0.026
H -2.410 -0.936 -1.157 0.116 -0.011 0.147
H 2.724 1.257 -5.047 0.015 0.093 -0.107
H -1.548 -2.227 3.623 -0.003 -0.016 0.022
H 0.573 -3.194 2.772 -0.064 -0.018 0.023
H 4.629 0.294 -3.873 0.149 0.056 0.038
H 3.981 6.962 2.733 -0.002 0.004 -0.008
H -1.250 2.152 -1.076 -0.004 0.106 -0.028
H 0.928 5.153 3.526 0.053 -0.008 -0.032
H -0.554 4.126 0.203 -0.024 -0.022 -0.021
H -3.133 -2.708 3.023 -0.007 -0.009 -0.057
H 0.661 6.850 -0.514 -0.043 -0.029 0.021
H -4.271 -4.147 3.528 0.010 0.004 -0.024
H 0.426 3.546 1.536 0.103 0.017 -0.008
```
Forces are in eV/Å.

The gap between HOMO and LUMO (spin up / spin down) comes out at 0.2321 / 0.2319 hartree. As for the spin multiplicity: 3. The largest force on an atom is 0.0315 hartree/bohr. As for the net charge: -1. As for the expectation value of S²: 2.01. The total energy comes out at -45409.7096 eV. The value obtained for the energy above the lowest of the compared OMol25 structures with the same formula, charge and spin is 59.8 kJ/mol.